Entry 1:
Molecular formula: C20H20IrN3SeTe
Method: DFT, the ωB97M-V functional and the def2-TZVPD basis

ΔE to the lowest compared entry with this formula, charge and spin (kcal per mole): 29.93
Spin multiplicity: 2
Total energy (hartree): -3711.85662
Total charge: +1
E_LUMO (alpha / beta) (Ha): -0.1833 / -0.1966

Last column: Mulliken spin population.
Geometry (Å):
1 Ir 0.38 2.23 -0.78  -0.493
2 C -0.97 -0.77 -5.60  -0.004
3 C -2.13 -0.08 -5.25  0.000
4 C -2.15 0.70 -4.12  -0.006
5 C -1.01 0.80 -3.30  -0.003
6 C 0.14 0.07 -3.64  0.010
7 C 0.16 -0.69 -4.79  -0.001
8 N -1.08 1.57 -2.15  -0.060
9 N -2.18 2.21 -1.98  -0.008
10 C -2.43 2.97 -0.91  -0.012
11 C -3.76 3.38 -0.68  0.004
12 C -4.04 4.13 0.43  -0.004
13 C -2.99 4.48 1.29  0.003
14 C -1.71 4.07 0.98  0.003
15 N -1.41 3.33 -0.08  -0.011
16 H -0.95 -1.36 -6.50  0.000
17 H -3.01 -0.14 -5.87  0.000
18 H -3.03 1.24 -3.83  0.001
19 H 1.01 0.12 -2.99  0.014
20 H 1.06 -1.21 -5.08  0.000
21 H -4.51 3.07 -1.39  0.001
22 H -5.05 4.43 0.65  0.000
23 H -3.16 5.08 2.17  0.000
24 H -0.87 4.34 1.62  0.006
25 C 3.44 -4.33 3.94  -0.001
26 C 2.68 -3.27 3.22  0.051
27 C 1.33 -3.04 3.49  -0.007
28 C 0.63 -2.02 2.88  -0.020
29 C -0.82 -1.83 3.18  0.035
30 C 1.30 -1.17 1.97  -0.070
31 Te 0.25 0.57 1.38  0.767
32 C 2.63 -1.44 1.61  0.017
33 C 3.38 -0.65 0.59  0.030
34 C 3.29 -2.47 2.25  -0.021
35 H 2.80 -4.85 4.64  0.000
36 H 4.28 -3.90 4.47  0.004
37 H 3.85 -5.05 3.23  0.004
38 H 0.82 -3.66 4.21  0.000
39 H -1.18 -2.59 3.87  0.001
40 H -1.40 -1.90 2.25  -0.004
41 H -1.00 -0.85 3.62  0.002
42 H 2.73 0.06 0.06  -0.013
43 H 3.82 -1.32 -0.14  -0.002
44 H 4.19 -0.10 1.06  0.003
45 H 4.33 -2.65 2.01  0.000
46 Se 2.31 2.49 -1.99  0.784



Entry 2:
Molecular formula: C23H36N4O4S
Method: DFT, the ωB97M-V functional and the def2-TZVPD basis

ΔE to the lowest compared entry with this formula, charge and spin (kcal per mole): 594.83
Spin multiplicity: 1
Total energy (hartree): -1815.28901
Total charge: 0
E_LUMO (Ha): 0.0158

Last column: natural (NBO) charge in e.
Geometry (Å):
1 C -5.17 -2.43 0.03  -0.643
2 C -4.79 -0.98 0.11  0.119
3 N -5.67 0.05 -0.21  -0.261
4 N -5.21 1.10 0.05  -0.075
5 C -3.98 0.82 0.38  0.173
6 C -3.81 -0.45 0.62  -0.475
7 S -2.31 -1.18 1.24  2.453
8 O -2.33 -2.46 1.01  -0.921
9 O -1.82 -0.34 2.15  -0.888
10 N -1.18 -0.73 -0.23  -0.720
11 C -0.36 0.56 -0.21  0.198
12 C -0.24 1.30 -1.43  -0.265
13 C 0.81 2.05 -1.41  -0.138
14 C 1.60 2.55 -0.14  -0.038
15 C 1.40 1.60 0.79  -0.121
16 C 0.43 0.54 1.02  -0.286
17 H 0.43 -0.23 1.80  0.258
18 H 1.98 1.71 1.88  0.158
19 C 2.69 3.69 -0.20  -0.288
20 C 1.83 4.98 -0.05  -0.583
21 H 1.27 5.05 -1.19  0.188
22 H 1.04 5.11 0.81  0.239
23 H 2.57 5.86 -0.03  0.211
24 C 3.53 3.53 -1.11  -0.644
25 H 4.07 2.68 -1.52  0.265
26 H 3.18 3.64 -2.25  0.191
27 H 4.36 4.07 -1.18  0.231
28 H 3.17 3.68 0.78  0.217
29 H 0.81 2.83 -2.05  0.190
30 H -0.69 1.03 -2.15  0.191
31 C -1.61 -1.25 -1.49  -0.334
32 C -0.58 -2.42 -1.95  0.720
33 O 0.13 -2.28 -2.83  -0.551
34 N -0.45 -3.50 -0.92  -0.682
35 H -1.02 -3.37 -0.05  0.415
36 C 0.68 -4.14 -0.90  -0.207
37 C 1.73 -4.06 -0.05  -0.404
38 C 2.32 -2.66 0.22  0.038
39 O 3.41 -2.54 0.83  -0.537
40 C 3.68 -1.14 1.28  0.026
41 C 4.35 -0.51 0.16  -0.617
42 H 4.50 0.60 0.59  0.225
43 H 3.35 -0.29 -0.67  0.204
44 H 5.02 -1.09 -0.50  0.255
45 C 4.80 -1.35 2.15  -0.603
46 H 5.93 -1.95 1.76  0.218
47 H 5.27 -0.54 2.65  0.217
48 H 4.70 -2.18 3.08  0.214
49 H 2.95 -0.68 1.54  0.176
50 H 1.45 -1.84 0.25  0.177
51 H 2.65 -2.49 -1.14  -0.003
52 H 1.29 -4.10 1.07  0.148
53 H 2.68 -4.75 -0.06  0.245
54 H 1.14 -4.37 -1.84  0.233
55 H 0.33 -5.41 -0.67  0.118
56 H -2.52 -1.78 -1.02  0.210
57 H -1.79 -0.74 -2.34  0.205
58 C -3.21 2.14 0.96  -0.708
59 H -3.65 2.99 1.48  0.226
60 H -2.57 2.60 0.30  0.224
61 H -2.24 1.70 1.43  0.257
62 C -5.95 2.34 -0.04  -0.398
63 H -6.91 2.08 -0.62  0.238
64 H -5.61 2.97 -0.72  0.216
65 H -6.12 2.77 0.84  0.213
66 H -6.16 -2.74 0.37  0.236
67 H -5.20 -2.79 -1.06  0.227
68 H -4.40 -2.88 0.59  0.226



Entry 3:
Molecular formula: C29H36HgN4OSi
Method: DFT, the ωB97M-V functional and the def2-TZVPD basis

ΔE to the lowest compared entry with this formula, charge and spin (kcal per mole): 3.57
Spin multiplicity: 2
Total energy (hartree): -1863.89320
Total charge: -1
E_LUMO (alpha / beta) (Ha): 0.1030 / 0.0362

Last column: Mulliken spin population.
Geometry (Å):
1 Hg 1.31 -0.01 0.26  0.030
2 C -1.39 -3.91 -0.28  -0.002
3 Si -0.73 -3.14 1.34  0.003
4 C 1.13 -3.47 1.29  -0.001
5 C -1.40 -4.21 2.78  0.000
6 N -1.01 -1.50 1.58  0.002
7 C -2.17 -0.82 1.54  -0.003
8 C -3.45 -1.41 1.33  0.001
9 C -4.63 -0.68 1.32  -0.001
10 C -4.61 0.70 1.49  0.001
11 C -3.38 1.32 1.68  0.000
12 C -2.20 0.59 1.70  0.004
13 O -0.99 1.23 1.96  -0.001
14 C -0.66 2.38 1.31  0.011
15 C -1.00 2.61 -0.03  -0.006
16 C -0.61 3.79 -0.64  -0.005
17 C 0.13 4.74 0.06  -0.001
18 C 0.49 4.49 1.37  -0.001
19 C 0.10 3.32 2.00  -0.001
20 H -1.09 -4.95 -0.39  0.000
21 H -1.00 -3.35 -1.13  0.001
22 H -2.48 -3.87 -0.34  0.000
23 H 1.35 -4.53 1.42  0.000
24 H 1.67 -2.92 2.06  0.001
25 H 1.55 -3.17 0.32  -0.001
26 H -1.08 -5.25 2.71  0.000
27 H -2.50 -4.20 2.81  0.000
28 H -1.05 -3.80 3.74  0.000
29 H -3.49 -2.48 1.19  0.000
30 H -5.57 -1.19 1.18  0.000
31 H -5.52 1.28 1.48  0.000
32 H -3.33 2.39 1.82  0.000
33 H -1.55 1.86 -0.58  0.000
34 H -0.87 3.96 -1.67  0.002
35 H 0.43 5.66 -0.43  0.000
36 H 1.09 5.21 1.92  0.000
37 H 0.38 3.11 3.02  -0.001
38 N 1.53 0.13 3.36  0.003
39 C 2.68 0.07 4.23  0.000
40 C 3.75 -0.89 3.70  0.000
41 N 4.13 -0.56 2.34  0.001
42 H 0.83 0.78 3.68  0.000
43 H 1.08 -0.77 3.23  0.001
44 H 2.45 -0.24 5.26  0.000
45 H 3.12 1.07 4.29  0.000
46 H 3.33 -1.91 3.68  0.000
47 H 4.59 -0.89 4.40  0.000
48 H 4.82 -1.20 1.97  0.000
49 H 4.51 0.38 2.28  0.000
50 C 4.13 1.61 -4.16  0.161
51 C 3.33 0.56 -4.62  -0.087
52 C 2.06 0.37 -4.10  0.167
53 C 1.55 1.24 -3.11  -0.085
54 C 2.38 2.28 -2.66  0.143
55 C 3.65 2.46 -3.17  -0.080
56 N 0.36 1.06 -2.48  0.511
57 C -0.70 0.44 -3.05  -0.038
58 C -1.01 0.52 -4.43  0.134
59 C -2.15 -0.07 -4.94  -0.071
60 C -3.03 -0.75 -4.11  0.130
61 C -2.76 -0.81 -2.74  -0.083
62 C -1.63 -0.22 -2.21  0.106
63 H 5.13 1.74 -4.55  0.012
64 H 3.71 -0.12 -5.37  -0.003
65 H 1.47 -0.47 -4.42  0.004
66 H 2.00 2.92 -1.87  0.014
67 H 4.28 3.25 -2.79  -0.003
68 H -0.35 1.09 -5.07  0.000
69 H -2.35 0.00 -6.00  -0.002
70 H -3.91 -1.22 -4.52  0.009
71 H -3.45 -1.32 -2.08  -0.002
72 H -1.42 -0.30 -1.15  0.026



Entry 4:
Molecular formula: C2H8N2O
Method: DFT, the ωB97M-V functional and the def2-TZVPD basis

ΔE to the lowest compared entry with this formula, charge and spin (kcal per mole): 43.43
Spin multiplicity: 1
Total energy (hartree): -265.71393
Total charge: 0
SMILES: [H]/N=C/NC.O
E_LUMO (Ha): 0.0353

Last column: natural (NBO) charge in e.
Geometry (Å):
1 H -0.21 -2.05 1.53  0.354
2 N 0.00 -1.57 0.65  -0.756
3 C -0.54 -0.43 0.50  0.296
4 N -0.44 0.26 -0.68  -0.623
5 C -1.20 1.49 -0.76  -0.451
6 H -1.05 0.04 1.38  0.156
7 H -0.16 -0.26 -1.49  0.406
8 H -2.18 1.42 -0.24  0.188
9 H -0.77 2.33 -0.22  0.195
10 H -1.49 2.12 -1.61  0.237
11 O 2.94 -0.80 0.31  -0.945
12 H 2.20 -0.98 -0.29  0.476
13 H 2.90 -1.55 0.92  0.467



total energy of number 3 (C29H36HgN4OSi)?
-1863.89320 hartree



The highest total charge belongs to which entry?
C20H20IrN3SeTe



Repeat the third record exactly.
Molecular formula: C29H36HgN4OSi
Method: DFT, the ωB97M-V functional and the def2-TZVPD basis

ΔE to the lowest compared entry with this formula, charge and spin (kcal per mole): 3.57
Spin multiplicity: 2
Total energy (hartree): -1863.89320
Total charge: -1
E_LUMO (alpha / beta) (Ha): 0.1030 / 0.0362

Last column: Mulliken spin population.
Geometry (Å):
1 Hg 1.31 -0.01 0.26  0.030
2 C -1.39 -3.91 -0.28  -0.002
3 Si -0.73 -3.14 1.34  0.003
4 C 1.13 -3.47 1.29  -0.001
5 C -1.40 -4.21 2.78  0.000
6 N -1.01 -1.50 1.58  0.002
7 C -2.17 -0.82 1.54  -0.003
8 C -3.45 -1.41 1.33  0.001
9 C -4.63 -0.68 1.32  -0.001
10 C -4.61 0.70 1.49  0.001
11 C -3.38 1.32 1.68  0.000
12 C -2.20 0.59 1.70  0.004
13 O -0.99 1.23 1.96  -0.001
14 C -0.66 2.38 1.31  0.011
15 C -1.00 2.61 -0.03  -0.006
16 C -0.61 3.79 -0.64  -0.005
17 C 0.13 4.74 0.06  -0.001
18 C 0.49 4.49 1.37  -0.001
19 C 0.10 3.32 2.00  -0.001
20 H -1.09 -4.95 -0.39  0.000
21 H -1.00 -3.35 -1.13  0.001
22 H -2.48 -3.87 -0.34  0.000
23 H 1.35 -4.53 1.42  0.000
24 H 1.67 -2.92 2.06  0.001
25 H 1.55 -3.17 0.32  -0.001
26 H -1.08 -5.25 2.71  0.000
27 H -2.50 -4.20 2.81  0.000
28 H -1.05 -3.80 3.74  0.000
29 H -3.49 -2.48 1.19  0.000
30 H -5.57 -1.19 1.18  0.000
31 H -5.52 1.28 1.48  0.000
32 H -3.33 2.39 1.82  0.000
33 H -1.55 1.86 -0.58  0.000
34 H -0.87 3.96 -1.67  0.002
35 H 0.43 5.66 -0.43  0.000
36 H 1.09 5.21 1.92  0.000
37 H 0.38 3.11 3.02  -0.001
38 N 1.53 0.13 3.36  0.003
39 C 2.68 0.07 4.23  0.000
40 C 3.75 -0.89 3.70  0.000
41 N 4.13 -0.56 2.34  0.001
42 H 0.83 0.78 3.68  0.000
43 H 1.08 -0.77 3.23  0.001
44 H 2.45 -0.24 5.26  0.000
45 H 3.12 1.07 4.29  0.000
46 H 3.33 -1.91 3.68  0.000
47 H 4.59 -0.89 4.40  0.000
48 H 4.82 -1.20 1.97  0.000
49 H 4.51 0.38 2.28  0.000
50 C 4.13 1.61 -4.16  0.161
51 C 3.33 0.56 -4.62  -0.087
52 C 2.06 0.37 -4.10  0.167
53 C 1.55 1.24 -3.11  -0.085
54 C 2.38 2.28 -2.66  0.143
55 C 3.65 2.46 -3.17  -0.080
56 N 0.36 1.06 -2.48  0.511
57 C -0.70 0.44 -3.05  -0.038
58 C -1.01 0.52 -4.43  0.134
59 C -2.15 -0.07 -4.94  -0.071
60 C -3.03 -0.75 -4.11  0.130
61 C -2.76 -0.81 -2.74  -0.083
62 C -1.63 -0.22 -2.21  0.106
63 H 5.13 1.74 -4.55  0.012
64 H 3.71 -0.12 -5.37  -0.003
65 H 1.47 -0.47 -4.42  0.004
66 H 2.00 2.92 -1.87  0.014
67 H 4.28 3.25 -2.79  -0.003
68 H -0.35 1.09 -5.07  0.000
69 H -2.35 0.00 -6.00  -0.002
70 H -3.91 -1.22 -4.52  0.009
71 H -3.45 -1.32 -2.08  -0.002
72 H -1.42 -0.30 -1.15  0.026



Which of these has the highest total charge?
C20H20IrN3SeTe